No. 1
{"formula": "C30H34N2OPY", "method": "the ωB97M-V functional and the def2-TZVPD basis", "symbols": ["Y", "C", "C", "C", "C", "C", "C", "C", "H", "H", "H", "H", "H", "H", "H", "H", "N", "C", "C", "C", "C", "N", "H", "H", "H", "H", "H", "H", "H", "H", "H", "H", "H", "H", "O", "C", "C", "C", "C", "C", "C", "C", "P", "C", "C", "C", "C", "C", "C", "C", "C", "C", "C", "C", "C", "H", "H", "H", "H", "H", "H", "H", "H", "H", "H", "H", "H", "H", "H"], "xyz": [[0.4196, 0.1945, 1.3396], [-0.1587, -3.4206, 1.4008], [0.7069, -2.5057, 2.2308], [2.0571, -2.2912, 1.9161], [2.9004, -1.5938, 2.7796], [2.3975, -1.0774, 3.9708], [1.0438, -1.2171, 4.2612], [0.2116, -1.9245, 3.3942], [-0.3117, -4.3495, 1.9540], [0.3008, -3.6614, 0.4466], [-1.1498, -3.0051, 1.2135], [2.4569, -2.7337, 1.0119], [3.9511, -1.4941, 2.5386], [3.0549, -0.5786, 4.6725], [0.6367, -0.8183, 5.1822], [-0.8319, -2.0603, 3.6529], [-0.3937, 2.4000, 0.6753], [-1.1707, 3.2118, 1.6793], [-0.3568, 4.3444, 2.2654], [0.7241, 3.9877, 3.2746], [1.9194, 3.1946, 2.7729], [1.7188, 1.7112, 2.9066], [0.2335, 3.0111, 0.1546], [-1.0598, 2.0878, -0.0291], [-1.5254, 2.5370, 2.4620], [-2.0530, 3.5995, 1.1724], [-1.0635, 5.0182, 2.7540], [0.0837, 4.9365, 1.4542], [0.2813, 3.4716, 4.1351], [1.1110, 4.9213, 3.6863], [2.8086, 3.4622, 3.3432], [2.1391, 3.4148, 1.7265], [1.3718, 1.5404, 3.8500], [2.6501, 1.2980, 2.9422], [-1.9057, 0.0343, 2.0562], [-1.7146, -0.2610, 0.8626], [-2.6645, -0.4132, -0.2241], [-4.0485, -0.5153, -0.1243], [-4.7993, -0.5946, -1.2852], [-4.1624, -0.5394, -2.5270], [-2.7816, -0.4197, -2.6266], [-2.0185, -0.3799, -1.4664], [-0.1626, -0.2915, -1.4655], [0.3894, -1.9837, -1.7895], [1.7549, -2.2550, -1.6726], [2.2486, -3.5269, -1.9213], [1.3696, -4.5454, -2.2755], [0.0114, -4.2864, -2.3953], [-0.4778, -3.0067, -2.1598], [0.2270, 0.6697, -2.9428], [-0.3038, 1.9651, -2.9845], [-0.0265, 2.8096, -4.0450], [0.7954, 2.3560, -5.0739], [1.3200, 1.0764, -5.0421], [1.0354, 0.2249, -3.9767], [-4.5185, -0.5286, 0.8510], [-5.8756, -0.6861, -1.2381], [-4.7528, -0.5885, -3.4326], [-2.3120, -0.3612, -3.6011], [2.4484, -1.4593, -1.4125], [3.3094, -3.7271, -1.8483], [1.7464, -5.5414, -2.4670], [-0.6676, -5.0786, -2.6801], [-1.5388, -2.8179, -2.2615], [-0.9750, 2.3035, -2.2007], [-0.4522, 3.8029, -4.0800], [1.0156, 3.0056, -5.9107], [1.9455, 0.7282, -5.8528], [1.4377, -0.7800, -3.9770]], "forces_ev_per_angstrom": [[0.058, -0.113, 0.638], [-0.013, -0.002, 0.090], [0.047, -0.251, -0.326], [-0.050, -0.034, -0.227], [-0.101, 0.094, 0.017], [-0.016, 0.005, -0.042], [0.011, -0.058, -0.089], [-0.255, 0.177, 0.341], [0.036, -0.023, -0.031], [0.067, -0.025, -0.040], [0.005, 0.055, 0.024], [0.028, -0.041, 0.001], [0.008, 0.003, 0.005], [0.011, -0.006, -0.012], [0.004, -0.002, 0.000], [0.009, -0.008, 0.009], [-0.112, -0.031, -0.029], [0.117, -0.273, -0.160], [-0.073, 0.252, -0.096], [0.032, 0.106, 0.234], [0.050, -0.273, -0.037], [0.105, 0.241, 0.009], [0.002, 0.069, 0.089], [-0.013, 0.015, -0.036], [0.011, -0.005, -0.016], [-0.019, 0.135, 0.078], [0.019, -0.017, 0.023], [-0.014, -0.033, -0.008], [-0.011, -0.030, -0.036], [-0.034, 0.022, -0.051], [-0.023, 0.071, 0.022], [-0.020, 0.029, -0.001], [-0.067, 0.058, -0.027], [-0.041, -0.054, -0.096], [0.430, 0.004, -0.170], [-0.201, -0.013, 0.082], [0.175, -0.027, 0.189], [-0.224, -0.008, -0.044], [0.152, 0.022, -0.055], [-0.061, -0.002, 0.053], [0.042, 0.025, -0.010], [0.263, 0.010, -0.298], [-0.245, -0.143, 0.240], [0.012, -0.106, -0.112], [0.100, 0.017, 0.030], [-0.133, -0.023, -0.009], [0.034, -0.022, 0.000], [0.034, 0.098, 0.024], [-0.056, -0.131, -0.015], [-0.204, 0.294, 0.046], [0.047, 0.038, -0.086], [0.073, -0.211, -0.002], [-0.033, 0.163, -0.057], [-0.033, -0.110, 0.093], [0.093, 0.012, -0.181], [-0.001, -0.009, -0.006], [-0.005, 0.004, 0.014], [-0.019, 0.000, 0.013], [0.004, -0.011, 0.006], [-0.015, 0.014, 0.005], [0.003, 0.019, 0.002], [0.008, 0.007, 0.002], [-0.008, 0.004, 0.001], [0.008, 0.006, 0.004], [-0.004, 0.022, -0.023], [0.000, 0.010, -0.009], [0.004, 0.000, 0.012], [0.002, -0.005, 0.002], [0.000, -0.005, 0.039]], "orbital_gap_ev": 7.653, "e_homo_ha": -0.5001, "charge": 2}

No. 2
{"formula": "C30H34N3O", "method": "the ωB97M-V functional and the def2-TZVPD basis", "symbols": ["C", "C", "C", "C", "C", "C", "N", "C", "C", "O", "C", "C", "C", "C", "H", "H", "H", "H", "H", "H", "H", "H", "H", "H", "H", "H", "H", "H", "H", "C", "N", "C", "C", "C", "C", "C", "C", "C", "C", "C", "C", "C", "C", "C", "N", "C", "C", "C", "C", "H", "H", "H", "H", "H", "H", "H", "H", "H", "H", "H", "H", "H", "H", "H", "H", "H", "H", "H"], "xyz": [[0.2829, -2.6781, -3.8953], [0.9421, -3.0776, -2.7293], [0.4814, -2.6354, -1.4877], [-0.5941, -1.7483, -1.4230], [-0.7782, -0.8321, -0.2051], [-2.2194, -0.6412, 0.0983], [-2.8137, -0.9235, 1.2280], [-4.2381, -0.5004, 1.3461], [-4.6400, -0.3928, 2.8060], [-4.2569, -1.5613, 3.5374], [-2.8492, -1.7838, 3.5539], [-2.2600, -1.9427, 2.1564], [-1.3489, -1.4871, -2.5619], [-0.9032, -1.9434, -3.8121], [0.6870, -2.9578, -4.8715], [1.8416, -3.6964, -2.7755], [0.9996, -2.9102, -0.5656], [-0.2736, -1.2506, 0.6757], [-2.8509, -0.1726, -0.6634], [-4.3392, 0.4723, 0.8519], [-4.8852, -1.2327, 0.8303], [-4.2075, 0.5355, 3.2378], [-5.7394, -0.3786, 2.8709], [-2.3215, -0.9662, 4.0833], [-2.7407, -2.7301, 4.1030], [-2.4890, -2.9571, 1.7740], [-1.1698, -1.8335, 2.2137], [-2.2495, -0.8737, -2.4983], [-1.4665, -1.6826, -4.7103], [5.2670, -2.3380, -2.7540], [5.1319, -0.9972, -2.2135], [6.3736, -0.4093, -1.7542], [3.8958, -0.5001, -1.7818], [3.5640, -0.4994, -0.4131], [2.2616, -0.1793, -0.0293], [1.3409, 0.2793, -0.9662], [-0.1327, 0.5030, -0.5559], [-0.2663, 1.5497, 0.5084], [-1.4743, 2.2956, 0.7811], [-2.7143, 2.4200, 0.1556], [-3.6709, 3.2689, 0.7338], [-3.3956, 4.0153, 1.8939], [-2.1332, 3.9488, 2.5061], [-1.2079, 3.0917, 1.9306], [0.1265, 2.9033, 2.2727], [0.8576, 3.6189, 3.2969], [0.6954, 1.9973, 1.4097], [1.7224, 0.4214, -2.3025], [2.9600, -0.0298, -2.7282], [4.2768, -2.7647, -2.9564], [5.8440, -2.2972, -3.6894], [5.8048, -2.9920, -2.0457], [6.1794, 0.5865, -1.3406], [6.8592, -1.0353, -0.9909], [7.0570, -0.3136, -2.6084], [4.3038, -0.8261, 0.3210], [1.9878, -0.2610, 1.0263], [-0.6527, 0.9108, -1.4364], [-2.9215, 1.8786, -0.7703], [-4.6560, 3.3549, 0.2714], [-4.1634, 4.6588, 2.3231], [-1.8582, 4.5394, 3.3801], [0.1600, 4.2450, 3.8567], [1.3486, 2.9173, 3.9823], [1.6363, 4.2449, 2.8395], [1.7526, 1.7704, 1.4855], [1.0109, 0.8429, -3.0195], [3.2291, -0.0375, -3.7860]], "forces_ev_per_angstrom": [[-0.128, -0.103, -0.010], [-0.169, 0.085, 0.187], [0.131, 0.134, -0.040], [-0.224, -0.065, 0.072], [-0.393, -1.512, 0.233], [-0.186, 0.090, 1.152], [0.290, -0.310, -1.977], [-0.378, -0.500, 0.002], [0.016, -0.187, 0.407], [0.371, 0.412, -0.484], [-0.400, 0.184, 0.323], [-0.023, -0.156, 0.469], [0.330, -0.094, -0.648], [-0.010, 0.043, 0.342], [-0.208, 0.032, 0.336], [-0.362, 0.168, -0.041], [-0.003, 0.151, -0.348], [-0.003, 0.094, -0.373], [0.257, 0.019, 0.441], [0.110, -0.213, 0.142], [0.427, 0.121, 0.218], [-0.193, -0.496, 0.015], [0.476, 0.288, -0.009], [-0.308, -0.262, -0.083], [0.268, 0.422, -0.130], [-0.043, 0.660, -0.117], [-0.417, -0.030, -0.043], [0.306, -0.072, -0.222], [0.217, -0.136, 0.260], [-0.129, 0.300, -0.004], [0.459, 0.130, -0.486], [-0.290, -0.053, 0.066], [-0.381, -0.135, 0.233], [-0.321, -0.074, -0.491], [0.465, 0.139, 0.135], [-0.773, -0.047, 0.044], [1.244, 1.673, -0.599], [0.548, 0.331, 0.672], [0.568, 0.014, 0.649], [-0.602, 0.321, 0.335], [0.132, -0.337, -0.303], [0.612, -0.104, 0.386], [-0.747, 0.029, -0.349], [0.896, -0.083, -0.249], [-0.310, -0.175, -0.262], [0.262, 0.050, 0.043], [-1.246, -0.025, -0.337], [-0.385, -0.186, 0.030], [0.422, -0.124, 0.476], [0.272, 0.097, 0.005], [-0.127, -0.202, 0.141], [-0.153, 0.010, -0.139], [0.121, -0.213, -0.095], [0.077, 0.132, 0.010], [0.015, 0.048, 0.214], [-0.238, 0.054, -0.239], [0.026, -0.138, -0.371], [0.080, -0.277, -0.010], [-0.077, 0.332, 0.202], [0.305, 0.052, 0.088], [0.198, -0.158, -0.187], [-0.344, -0.073, -0.259], [0.276, -0.091, -0.049], [-0.198, 0.151, -0.078], [-0.278, -0.033, 0.161], [-0.315, 0.044, 0.007], [0.200, -0.271, 0.189], [-0.016, 0.124, 0.345]], "orbital_gap_ev": 6.269, "smiles": "CN(C)c1ccc([C@H](c2cn(C)c3ccccc23)[C@@H](C=[N+]2CCOCC2)c2ccccc2)cc1", "e_homo_ha": -0.3663, "charge": 1}

No. 3
{"formula": "C30H35CeN4O7S2", "method": "the ωB97M-V functional and the def2-TZVPD basis", "symbols": ["Ce", "C", "C", "N", "O", "C", "C", "N", "O", "H", "H", "H", "H", "H", "H", "H", "O", "C", "O", "C", "C", "C", "C", "C", "C", "S", "H", "H", "H", "H", "O", "C", "O", "C", "C", "C", "C", "C", "C", "N", "C", "C", "C", "C", "C", "C", "N", "H", "H", "H", "H", "H", "H", "H", "H", "H", "H", "C", "C", "C", "S", "O", "C", "C", "C", "H", "H", "H", "H", "H", "H", "H", "H", "H", "H", "H", "H", "H", "H"], "xyz": [[-0.3162, 0.4936, 0.4499], [2.2124, -2.7616, -2.1108], [1.6244, -1.6165, -1.3888], [0.4526, -1.7336, -0.8963], [-0.1360, -2.9156, -1.0741], [2.3553, -0.3235, -1.2560], [3.7649, -0.1161, -1.8142], [1.5948, 0.4545, -0.5948], [1.6868, 1.7023, -0.2212], [1.3976, -3.5047, -2.3542], [2.8329, -3.3347, -1.4742], [2.6976, -2.4770, -3.0715], [-1.0442, -2.8075, -0.7115], [4.5880, -0.6356, -1.2094], [4.0103, 0.9254, -1.9858], [3.7588, -0.6032, -2.8310], [-2.2683, -0.9514, -0.3574], [-2.9065, -0.2690, 0.5080], [-2.7141, 0.9637, 0.6231], [-3.5542, -0.9671, 1.6114], [-4.8748, -1.3540, 1.6184], [-5.4438, -2.0670, 2.6837], [-4.6603, -2.2245, 3.8486], [-3.2834, -1.8637, 3.8771], [-2.7322, -1.2823, 2.7613], [-0.9470, -0.9706, 2.6211], [-5.4430, -1.2545, 0.7301], [-6.3969, -2.4397, 2.6303], [-4.9745, -2.7213, 4.7918], [-2.6525, -2.0816, 4.6929], [6.4896, -3.4492, 1.9412], [6.1674, -2.3109, 1.3794], [6.7430, -1.8894, 0.4138], [5.0031, -1.5229, 1.9873], [3.8410, -2.0626, 2.4374], [2.7507, -1.2439, 2.6764], [2.8342, 0.1418, 2.4012], [4.0608, 0.7207, 2.0641], [5.1338, -0.1269, 1.8775], [1.5734, 0.8469, 2.3929], [1.5959, 2.0005, 2.9350], [0.4803, 2.9429, 2.9110], [0.4657, 4.0363, 3.7992], [-0.7096, 4.7114, 4.0219], [-1.7757, 4.3857, 3.1589], [-1.6297, 3.3922, 2.2420], [-0.5399, 2.6127, 2.1134], [5.9756, -3.5965, 2.7682], [3.7217, -3.1200, 2.6129], [1.8244, -1.6148, 3.0051], [4.1971, 1.7673, 1.8834], [6.0377, 0.2758, 1.3978], [2.4729, 2.4208, 3.4331], [1.3653, 4.2175, 4.3916], [-0.7592, 5.3787, 4.8488], [-2.6811, 4.9779, 3.1959], [-2.4959, 3.2669, 1.6198], [0.5940, -0.3945, -4.3372], [-0.4252, 0.5891, -4.9484], [-0.5462, 1.9702, -4.2251], [-1.4944, 2.1478, -2.7368], [-0.6609, 1.2575, -1.7835], [-3.1226, 1.4147, -3.1022], [-3.3011, -0.0613, -3.1419], [-4.6709, -0.5437, -2.7189], [0.5540, -1.3351, -4.8538], [0.3082, -0.4843, -3.2869], [1.6212, 0.0168, -4.4322], [-1.4022, 0.0978, -5.0688], [-0.0358, 0.8549, -5.9360], [-0.9510, 2.7914, -4.8217], [0.4658, 2.2941, -3.8391], [-3.3805, 1.9810, -3.9955], [-3.7832, 1.8497, -2.3867], [-2.4668, -0.5184, -2.4613], [-2.9916, -0.3980, -4.0574], [-4.9887, 0.0502, -1.8293], [-4.7634, -1.6167, -2.4995], [-5.3292, -0.3854, -3.5436]], "forces_ev_per_angstrom": [[-1.509, 0.219, 0.089], [-1.297, -0.829, -1.938], [0.466, -1.109, -0.700], [0.396, 2.267, 0.920], [-1.436, -1.048, 0.261], [0.411, -0.490, 0.286], [-0.186, -1.289, -0.508], [1.658, 1.315, -0.296], [-0.272, -0.705, -0.019], [0.839, 1.008, 0.017], [1.241, -0.372, 0.589], [-0.049, -0.208, 0.900], [0.542, 0.159, -0.165], [-1.288, 0.737, -0.617], [-0.071, 0.175, 0.353], [0.195, 0.437, 0.991], [0.146, 0.505, 0.424], [1.043, -1.184, -0.196], [0.456, 1.184, -0.291], [-0.344, -1.005, 2.385], [0.101, -0.927, 0.396], [3.390, 1.276, 1.498], [0.727, -0.438, 0.281], [-1.739, 0.102, -1.411], [0.428, 0.858, -2.146], [-0.673, 0.009, 0.337], [-0.578, 0.352, -0.754], [-2.192, -0.708, -0.088], [-0.382, 0.321, -1.043], [0.410, -0.234, 0.958], [-0.161, -1.365, 1.286], [-0.905, 1.489, -0.095], [0.025, -0.160, 0.022], [1.903, 1.088, -0.898], [-1.005, -0.456, 0.778], [0.890, 1.693, -0.836], [-0.653, -1.175, 0.285], [-0.348, -0.716, 0.267], [0.296, -0.228, -1.052], [0.934, 0.749, 0.294], [0.446, 0.463, -0.145], [-0.382, -0.163, 0.059], [0.631, -1.129, 0.135], [-0.223, -0.896, -1.138], [0.764, 1.466, 1.549], [-0.251, -0.291, -0.670], [-0.680, 0.557, 0.090], [0.500, 0.133, -0.765], [0.040, -0.260, -0.117], [-1.059, -0.606, 0.298], [-0.239, 0.421, -0.143], [-0.285, -0.265, 0.580], [0.184, -0.470, 0.066], [-0.329, -0.001, -0.117], [-0.305, 0.748, 0.200], [-0.116, -0.290, 0.018], [0.085, -0.750, -0.558], [-0.284, 1.441, 0.489], [0.316, 0.603, -0.251], [0.878, -0.263, 0.073], [0.476, -0.679, 0.929], [-1.010, 0.155, 0.230], [0.301, 0.914, -0.153], [2.305, -1.201, 3.097], [0.045, 0.241, 0.731], [-0.048, -0.489, -0.117], [0.402, -0.426, -0.085], [-0.541, -0.222, 0.200], [0.367, 0.354, -0.042], [-0.404, -0.087, -0.129], [0.183, -0.240, -0.485], [-0.935, -0.215, -0.551], [-0.026, -0.182, -0.551], [-0.270, 0.387, 1.002], [-1.629, 0.843, -0.850], [0.174, -1.085, -2.551], [-0.071, -0.558, -0.616], [0.490, 0.346, 0.105], [-0.906, 0.400, -0.384]], "orbital_gap_ev": [6.468, 6.469], "e_homo_ha": [-0.3747, -0.3747], "charge": 1}

In order of appearance, energy relative to the best compared isomer or geometry (same formula, charge and spin) = 51.4, 162.1, 155.1 kJ/mol.